{
  "formula": "C15H30BN3O6P",
  "method": "wB97M-V/def2-TZVPD",
  "elements": ["P", "O", "O", "O", "O", "O", "O", "N", "N", "N", "C", "C", "C", "C", "C", "C", "C", "C", "C", "C", "C", "C", "C", "C", "C", "B", "H", "H", "H", "H", "H", "H", "H", "H", "H", "H", "H", "H", "H", "H", "H", "H", "H", "H", "H", "H", "H", "H", "H", "H", "H", "H", "H", "H", "H", "H"],
  "coordinates": [[3.02126, 0.77103, 0.26883], [1.95500, -2.37903, 0.93844], [2.34636, 0.91527, -2.96154], [-2.10701, 1.47695, 0.47389], [3.12951, 1.96098, -4.76188], [-1.79310, -1.72749, 3.15149], [3.94135, -0.19805, 0.89040], [0.25739, 1.22361, 0.16880], [-2.09728, 0.53101, 4.05854], [0.75172, -0.03913, 1.84917], [-2.51269, 1.14164, -0.89154], [3.42560, -0.36199, -4.74340], [-0.93307, 0.97549, 0.83397], [-3.46016, 1.01109, 3.67601], [1.45706, -2.31023, 2.25738], [2.91070, 0.86836, -4.02868], [-1.20012, 1.67522, 4.30674], [-2.78544, -0.32428, -1.08906], [-3.90056, -0.89750, -0.20681], [3.72265, 1.60187, -6.03162], [-0.61556, 0.18241, 1.90765], [4.36050, 0.24049, -5.79264], [-3.64089, -2.38827, 0.04749], [1.26543, 0.61311, 0.80721], [1.51814, -0.87668, 2.76711], [-1.55149, -0.38769, 3.06981], [-4.54778, -2.92801, 0.29796], [-2.71513, -1.87017, 3.40021], [4.43932, 2.36734, -6.31375], [2.92976, 1.56817, -6.77974], [3.32641, 2.10279, 0.61067], [4.45656, -0.35211, -6.69879], [-1.71444, 1.46505, -1.55924], [-0.19417, 1.30849, 4.48287], [2.57743, -0.88038, -5.19329], [1.98604, -2.95856, 2.95158], [0.35115, 1.80227, -0.65201], [2.53204, -0.49628, 2.77405], [-1.56187, 2.19549, 5.18904], [-4.84719, -0.83641, -0.73568], [1.11629, -0.84440, 3.77589], [-3.14074, -2.84628, -0.79921], [-1.21342, 2.41256, 3.49884], [2.79382, -2.84363, 0.93237], [3.93670, -1.02436, -4.05030], [0.42111, -2.64050, 2.21519], [-3.37540, 1.76279, -1.09382], [5.35621, 0.36727, -5.36689], [-1.86648, -0.89942, -0.97734], [-4.21330, 0.57065, 4.32538], [-3.98696, -0.34506, 0.72443], [-3.09342, -0.46729, -2.12315], [-3.49168, 2.08793, 3.78393], [2.95878, 0.68635, -1.13083], [-3.72368, 0.74233, 2.65446], [-2.96124, -2.50480, 0.89136]],
  "atomic_forces_ev_per_a": [[0.85, -0.63, 0.20], [-0.13, -0.16, -0.07], [-0.08, 0.13, -0.10], [-0.09, -0.04, -0.21], [0.02, 0.07, -0.01], [-0.41, 0.29, -1.22], [-0.01, -0.03, 0.34], [-0.46, 0.05, 0.16], [0.11, 0.53, -1.31], [-0.09, 1.07, -0.35], [0.30, 0.16, -0.18], [0.40, 0.22, -0.12], [0.56, -0.46, 0.55], [0.11, -0.69, 0.64], [-0.06, -0.07, -0.21], [-0.22, -0.22, -0.05], [-0.70, -0.14, 0.10], [-0.39, -0.02, 0.18], [0.24, -0.71, -0.38], [0.16, -0.08, -0.22], [0.00, -0.59, 0.25], [-0.04, -0.08, 0.07], [0.23, 0.35, 0.63], [0.28, -0.02, -0.27], [0.15, -0.49, -0.16], [-0.06, 0.34, 0.86], [-0.12, -0.12, -0.12], [0.16, -0.37, 0.71], [-0.07, 0.11, 0.13], [-0.04, -0.01, 0.04], [-0.35, 0.11, -0.18], [-0.07, 0.03, -0.03], [0.02, 0.11, -0.15], [0.19, 0.15, 0.09], [-0.03, -0.04, 0.07], [0.14, -0.06, 0.04], [0.12, -0.03, -0.12], [0.19, -0.10, 0.02], [0.19, 0.00, 0.26], [-0.17, 0.40, 0.01], [-0.28, 0.31, 0.02], [-0.20, -0.17, -0.25], [0.19, -0.03, -0.20], [0.20, 0.15, -0.04], [-0.19, -0.09, 0.07], [-0.16, 0.03, 0.20], [-0.19, 0.08, 0.16], [0.01, 0.01, -0.02], [0.16, -0.02, 0.18], [-0.09, 0.06, 0.13], [-0.07, 0.04, 0.14], [0.16, 0.09, -0.23], [-0.13, 0.17, -0.10], [-0.38, 0.31, 0.21], [0.00, 0.17, -0.20], [0.13, -0.06, 0.04]],
  "spin_multiplicity": 1,
  "lumo_energy_ev": -2.5,
  "homo_lumo_gap_ev": 9.23,
  "e_tot_ha": -1571.32545,
  "homo_energy_ev": -11.7,
  "charge": 1
}